(1)
Molecular formula: C25H50N2O7S
Method: DFT, ωB97M-V with the def2-TZVPD basis set

Last column: Löwdin spin population.
Geometry (Å):
C 10.267 -2.655 3.190  0.0000
C 9.045 -1.834 2.398  0.0000
O 7.703 -2.263 2.825  0.0000
C 7.291 -1.636 4.091  0.0000
O 8.025 -1.518 5.200  0.0000
C 5.727 -1.053 4.201  0.0000
C 4.972 -1.473 2.798  0.0001
C 3.386 -1.023 2.859  0.0003
C 2.397 -2.294 2.503  -0.0001
S 1.173 -2.701 3.881  -0.0001
O 1.088 -4.276 3.935  0.0000
O 1.623 -2.208 5.284  0.0000
O -0.407 -2.123 3.467  0.0001
H 9.789 -3.647 3.630  0.0000
H 10.575 -1.960 4.110  0.0000
H 11.188 -2.842 2.493  0.0000
H 9.163 -2.166 1.257  0.0000
H 9.207 -0.670 2.405  0.0000
H 5.792 0.115 4.354  0.0000
H 5.257 -1.625 5.121  0.0000
H 5.117 -2.647 2.688  0.0000
H 5.455 -0.932 1.856  0.0000
H 3.188 -0.549 3.918  0.0000
H 3.240 -0.207 2.019  0.0003
H 1.852 -2.028 1.492  -0.0001
H 3.058 -3.268 2.318  0.0000
H -0.693 -2.697 2.690  0.0000
C -2.651 1.499 2.958  0.0009
C -1.262 2.180 3.020  0.0217
C -1.424 3.716 3.183  0.0128
C -1.834 4.427 1.901  0.0008
C -0.868 4.091 0.772  0.0125
C -0.714 2.559 0.542  0.0216
N -0.451 1.797 1.813  0.3112
O 0.903 1.991 2.145  0.6124
C -1.994 2.024 -0.157  0.0012
C 0.399 2.339 -0.537  -0.0014
C -0.675 1.629 4.366  -0.0013
H -2.561 0.408 3.037  0.0007
H -3.289 1.832 3.787  -0.0004
H -3.221 1.707 2.057  0.0001
H -0.477 4.154 3.528  0.0023
H -2.161 3.941 3.964  0.0009
H -2.859 4.159 1.630  0.0003
H -1.831 5.508 2.068  0.0009
H -1.207 4.578 -0.150  0.0009
H 0.112 4.530 1.007  0.0023
H -2.037 0.931 -0.126  0.0009
H -2.024 2.316 -1.214  -0.0004
H -2.919 2.423 0.263  0.0000
H 1.360 2.778 -0.250  -0.0007
H 0.126 2.811 -1.488  -0.0003
H 0.551 1.270 -0.732  0.0002
H -0.489 0.552 4.309  0.0001
H -1.374 1.798 5.195  -0.0003
H 0.262 2.124 4.650  -0.0006
C -3.578 1.000 -5.966  0.0008
C -2.976 0.218 -4.772  0.0215
C -2.070 -0.934 -5.286  0.0124
C -2.846 -2.131 -5.817  0.0008
C -3.835 -2.632 -4.773  0.0122
C -4.798 -1.518 -4.266  0.0212
N -4.078 -0.257 -3.866  0.3059
O -3.505 -0.486 -2.600  0.6199
C -5.845 -1.217 -5.372  0.0011
C -5.664 -2.114 -3.107  -0.0013
C -2.040 1.286 -4.107  -0.0013
H -4.061 1.926 -5.630  0.0008
H -2.796 1.284 -6.682  -0.0004
H -4.313 0.450 -6.546  0.0001
H -1.418 -1.282 -4.473  0.0024
H -1.399 -0.568 -6.073  0.0009
H -3.359 -1.868 -6.747  0.0003
H -2.147 -2.935 -6.066  0.0008
H -4.411 -3.465 -5.192  0.0009
H -3.271 -3.046 -3.925  0.0024
H -6.390 -0.290 -5.164  0.0011
H -6.592 -2.018 -5.442  -0.0004
H -5.417 -1.154 -6.374  0.0000
H -5.058 -2.498 -2.278  -0.0007
H -6.263 -2.963 -3.457  -0.0003
H -6.358 -1.364 -2.709  0.0002
H -2.617 2.111 -3.677  0.0002
H -1.351 1.716 -4.845  -0.0003
H -1.411 0.859 -3.315  -0.0005

Atoms 1-3, force components in eV/Å:
-1.0 1.1 1.0
2.4 -1.0 -1.4
0.2 2.7 2.9

Values from the calculation:
HOMO-LUMO gap (alpha / beta), Eh: 0.341 / 0.339
Multiplicity: 3
LUMO level (alpha / beta), eV: 0.11 / -0.53
Max |F|, eV Å⁻¹: 8.26
E_HOMO (alpha / beta), eV: -9.17 / -9.75
Charge: 0


(2)
Molecular formula: C7H13N
Method: DFT, ωB97M-V with the def2-TZVPD basis set

Last column: Löwdin spin population.
Geometry (Å):
C -2.561 0.990 0.678  0.0171
C -1.355 0.194 1.175  0.0535
N -2.123 -1.011 -1.505  -0.0023
C -0.718 -0.807 -1.181  0.0345
C -0.320 -0.067 0.124  0.3254
C 1.034 0.105 0.356  0.0387
C 2.099 -0.106 -0.517  0.3739
C 3.481 0.260 -0.029  0.0621
H -2.421 1.997 0.287  0.0006
H -2.438 -1.848 -1.003  -0.0004
H -3.440 0.897 1.316  0.0009
H -0.932 0.613 2.097  -0.0005
H -1.752 -0.807 1.396  0.0199
H -2.771 0.365 -0.276  0.0005
H -0.221 -1.794 -1.183  0.0134
H -0.269 -0.222 -2.001  0.0124
H 1.279 0.425 1.374  -0.0056
H 1.905 -0.244 -1.569  0.0259
H 4.180 0.696 -0.739  0.0045
H 3.348 0.968 0.793  0.0053
H 3.997 -0.606 0.408  0.0201

Atoms 1-3, force components in eV/Å:
-0.4 -1.4 -2.0
0.0 0.2 0.1
0.1 0.1 0.2

Values from the calculation:
HOMO-LUMO gap (alpha / beta), Eh: 0.190 / 0.187
Multiplicity: 2
Relative energy (zero: lowest compared OMol25 entry of this formula, charge and spin), kJ/mol: 110.1
LUMO level (alpha / beta), eV: 3.74 / 3.69
Max |F|, eV Å⁻¹: 2.51
E_HOMO (alpha / beta), eV: -1.42 / -1.40
Charge: -1


(3)
Molecular formula: C4H6LiO7
Method: DFT, ωB97M-V with the def2-TZVPD basis set

Last column: Mulliken charge in e.
Geometry (Å):
O -2.447 2.610 -0.832  -0.8726
C -1.714 2.294 0.138  0.8954
O -1.581 3.010 1.161  -0.8814
O -1.054 1.130 0.032  -0.1675
O 1.177 -0.677 -0.224  -0.3189
C 1.490 -1.919 -0.739  0.7543
O 1.620 -2.878 0.039  -0.7605
O 2.526 -1.651 -1.609  -0.4666
C 0.274 -0.668 0.866  -0.5851
C -0.206 0.739 1.109  -0.3919
Li -2.829 4.213 0.227  0.8666
H 2.957 -2.491 -1.804  0.3044
H 0.792 -1.036 1.765  0.3379
H -0.588 -1.327 0.680  0.2826
H 0.643 1.433 1.185  0.2749
H -0.766 0.765 2.053  0.3499
O -0.094 -2.240 -1.921  -0.8441
H -0.199 -1.307 -2.126  0.2227

Atoms 1-3, force components in eV/Å:
-0.5 0.6 -0.1
0.4 -0.8 -0.4
-0.2 0.9 0.6

Values from the calculation:
HOMO-LUMO gap, Eh: 0.179
Relative energy (zero: lowest compared OMol25 entry of this formula, charge and spin), kJ/mol: 72.5
LUMO level, eV: 1.08
Max |F|, eV Å⁻¹: 1.98
E_HOMO, eV: -3.80
Charge: -1


(4)
Molecular formula: C26H33N3O2
Method: DFT, ωB97M-V with the def2-TZVPD basis set

Last column: Mulliken charge in e.
Geometry (Å):
C -3.401 1.200 -3.787  -1.5824
C -2.084 0.492 -3.705  1.0437
C -1.958 -0.689 -2.984  -0.9239
C -0.734 -1.320 -2.875  -0.0902
C 0.395 -0.778 -3.479  0.2862
N 1.643 -1.422 -3.379  -0.0650
C 2.332 -1.819 -2.275  -0.5496
O 3.372 -2.433 -2.396  -0.7020
C 1.781 -1.398 -0.924  2.9802
C 2.863 -0.598 -0.192  -1.8456
C 2.372 -0.177 1.188  0.3260
C 1.977 -1.398 2.024  0.1597
C 1.485 -0.991 3.420  -1.5646
N 0.242 -0.259 3.355  0.2931
C -0.864 -0.606 4.040  0.5922
O -0.876 -1.474 4.891  -0.7227
C -2.134 0.202 3.705  -0.2180
C -2.444 0.223 2.204  -1.1304
C -1.577 1.192 1.454  -0.1275
C -1.349 1.023 0.092  -0.7257
C -0.560 1.912 -0.613  -0.0031
C 0.011 2.991 0.042  -0.9412
C -0.206 3.167 1.396  -0.8349
C -0.997 2.276 2.113  1.5707
C -1.149 2.457 3.600  -1.2831
N -2.145 1.576 4.179  -0.4420
C 0.921 -2.218 1.283  -0.0584
C 1.422 -2.634 -0.095  -1.4607
C 0.285 0.398 -4.227  0.8617
C 1.491 0.977 -4.902  -1.7922
C -0.955 1.012 -4.324  -0.9357
H -3.536 1.831 -2.907  0.2663
H -3.449 1.834 -4.669  0.4094
H -4.222 0.488 -3.817  0.3896
H -2.828 -1.123 -2.514  0.3778
H -0.646 -2.247 -2.328  0.4752
H 2.129 -1.593 -4.252  0.3187
H 0.898 -0.767 -1.053  -1.0003
H 3.758 -1.217 -0.106  0.3631
H 3.123 0.289 -0.775  0.5555
H 3.157 0.382 1.702  0.4039
H 1.515 0.489 1.059  -0.6496
H 2.867 -2.020 2.162  0.3949
H 1.299 -1.872 4.039  0.6639
H 2.249 -0.376 3.912  0.3434
H 0.170 0.432 2.625  -0.1791
H -2.946 -0.314 4.229  0.4156
H -3.486 0.536 2.086  0.4998
H -2.349 -0.781 1.785  0.3879
H -1.795 0.182 -0.418  0.6308
H -0.393 1.761 -1.669  0.2385
H 0.629 3.690 -0.501  0.4455
H 0.245 4.003 1.912  0.4575
H -0.150 2.337 4.060  0.3563
H -1.472 3.485 3.806  0.4883
H -2.092 1.605 5.190  0.3381
H 0.667 -3.103 1.870  0.4426
H 0.013 -1.621 1.167  -0.2536
H 2.310 -3.261 -0.001  0.4305
H 0.654 -3.220 -0.606  0.4048
H 1.283 1.979 -5.269  0.4253
H 1.787 0.359 -5.751  0.3791
H 2.333 1.022 -4.213  0.3092
H -1.041 1.926 -4.895  0.3565

Atoms 1-3, force components in eV/Å:
0.0 0.0 0.1
0.0 0.0 0.0
0.0 0.1 0.0

Values from the calculation:
HOMO-LUMO gap, Eh: 0.341
Relative energy (zero: lowest compared OMol25 entry of this formula, charge and spin), kJ/mol: 0.0
SMILES: Cc1ccc(NC(=O)[C@H]2CC[C@H](CNC(=O)[C@@H]3Cc4ccccc4CN3)CC2)c(C)c1
LUMO level, eV: 0.58
Max |F|, eV Å⁻¹: 0.78
E_HOMO, eV: -8.71
Charge: 0


(5)
Molecular formula: C5H4O
Method: DFT, ωB97M-V with the def2-TZVPD basis set

Last column: Mulliken charge in e.
Geometry (Å):
C 1.077 -0.585 -1.161  -0.4520
C 1.334 -0.806 0.076  0.2553
C -2.522 0.938 -0.300  0.8163
C -1.420 1.011 -0.942  -0.6206
C 2.056 -0.957 1.171  -0.3899
O -3.497 0.743 0.283  -0.3500
H -1.352 1.585 -1.854  0.3074
H -0.510 0.302 -0.595  -0.0676
H 3.012 -0.518 1.385  0.2730
H 1.822 -1.714 1.936  0.2280

Atoms 1-3, force components in eV/Å:
0.0 -0.4 0.0
0.9 0.6 -0.1
-0.8 -0.8 0.6

Values from the calculation:
HOMO-LUMO gap, Eh: 0.258
Relative energy (zero: lowest compared OMol25 entry of this formula, charge and spin), kJ/mol: 511.3
LUMO level, eV: -2.10
Max |F|, eV Å⁻¹: 3.76
E_HOMO, eV: -9.12
Charge: 0


(6)
Molecular formula: C24H44Cl3N2O4PtSi
Method: DFT, ωB97M-V with the def2-TZVPD basis set

Last column: Löwdin spin population.
Geometry (Å):
C 2.558 -1.572 -4.734  -0.0001
C 1.488 -0.696 -4.121  0.0007
H 2.890 -1.191 -5.708  0.0000
H 2.177 -2.588 -4.865  0.0000
H 3.430 -1.628 -4.069  0.0000
C 0.565 -0.010 -4.890  0.0056
C 0.582 0.208 -6.355  0.0013
H -0.336 0.350 -4.422  0.0004
H 0.160 -0.630 -6.925  0.0003
H 1.556 0.453 -6.799  0.0001
H -0.065 1.066 -6.564  0.0001
Pt -0.183 -0.794 2.129  1.3019
Cl 2.093 -0.796 2.727  0.1426
Cl -0.519 -2.995 2.848  0.1403
C 0.734 2.073 2.209  0.0033
O -0.217 1.330 1.790  0.0691
N 0.607 3.386 2.141  0.0002
C -0.645 3.969 1.672  0.0009
C 1.689 4.280 2.552  0.0014
H 1.666 1.669 2.616  0.0003
H -1.484 3.656 2.312  0.0001
H -0.848 3.682 0.632  0.0002
H -0.521 5.052 1.722  0.0001
H 2.365 3.718 3.210  0.0001
H 1.256 5.144 3.070  0.0002
H 2.255 4.635 1.678  0.0000
H -2.605 -2.075 -1.273  0.0014
H -2.998 0.409 -2.410  0.0013
C -3.397 -1.621 -0.662  0.0033
C -3.399 0.761 -1.442  0.0028
N -3.092 -0.214 -0.400  0.0422
H -3.492 -2.180 0.271  0.0005
C -2.600 0.214 0.751  0.0550
O -2.269 -0.594 1.689  0.0140
H -2.926 1.707 -1.163  0.0000
H -2.499 1.306 0.869  0.0027
H -4.330 -1.673 -1.239  0.0009
H -4.491 0.907 -1.535  0.0010
O 0.812 -1.362 -2.800  0.0106
C 1.773 -0.371 -2.633  0.0025
C 0.110 1.438 -2.156  0.0018
C 1.414 0.947 -2.055  0.0009
H -0.658 0.763 -2.519  0.0003
C -0.168 2.766 -1.855  0.0000
H 2.734 -0.782 -2.300  0.0002
C 2.401 1.736 -1.447  0.0011
H -1.173 3.147 -2.031  0.0000
C 0.862 3.604 -1.425  0.0017
C 2.143 3.079 -1.172  -0.0001
H 3.387 1.293 -1.246  0.0001
H 0.671 4.667 -1.297  0.0001
H 2.948 3.729 -0.818  0.0000
Si 0.765 -3.260 -1.063  0.0071
Cl 0.122 -1.066 -0.109  0.0964
C -0.863 -4.153 -0.712  0.0008
C 2.012 -3.528 0.345  -0.0011
C 1.462 -3.849 -2.681  0.0006
H -1.377 -3.801 0.193  -0.0001
H -0.595 -5.203 -0.552  0.0002
H -1.557 -4.103 -1.565  0.0001
H 0.767 -3.680 -3.522  0.0000
H 1.656 -4.934 -2.617  0.0000
H 2.427 -3.360 -2.897  0.0000
H 2.574 -2.621 0.605  -0.0001
H 2.732 -4.302 0.046  -0.0001
H 1.525 -3.860 1.274  -0.0001
C -1.827 0.531 5.999  0.0041
C -0.600 -0.255 6.468  0.0023
C 0.101 -0.718 5.196  0.0022
O -0.679 -0.175 4.085  0.0642
C -2.043 0.057 4.574  0.0074
H -2.700 0.369 6.635  0.0014
H -1.617 1.609 5.976  0.0001
H -0.902 -1.136 7.041  0.0004
H 0.086 0.327 7.086  0.0003
H 1.132 -0.364 5.075  0.0008
H 0.118 -1.814 5.094  -0.0001
H -2.610 -0.890 4.543  -0.0003
H -2.521 0.805 3.926  0.0002

Atoms 1-3, force components in eV/Å:
0.1 0.1 -0.1
0.7 1.1 0.3
-0.2 0.0 0.2

Values from the calculation:
HOMO-LUMO gap (alpha / beta), Eh: 0.151 / 0.152
Multiplicity: 3
Relative energy (zero: lowest compared OMol25 entry of this formula, charge and spin), kJ/mol: 408.8
LUMO level (alpha / beta), eV: 2.09 / 2.08
Max |F|, eV Å⁻¹: 3.85
E_HOMO (alpha / beta), eV: -2.02 / -2.06
Charge: -1


Q: Number 2 is which compound?
A: C7H13N


Q: Look up the max |F| of the second one.
A: 2.51 eV Å⁻¹


Q: Which value of charge does entry 1 give?
A: 0